Here is a gas-phase ion, C7H9N (charge +1) from the Open Molecules 2025 dataset. Energies are from the ωB97M-V functional and the def2-TZVPD basis.

The geometry in XYZ format:
```
17
Properties=species:S:1:pos:R:3:mulliken_charge:R:1
C 0.50 1.23 -1.48 -0.552
C -0.40 0.36 -2.11 -0.401
N -0.85 -0.54 -1.22 -0.043
C -0.29 -0.26 0.01 0.224
C 0.58 0.86 -0.16 1.057
C 1.41 1.47 0.91 -1.356
C -1.19 -2.20 1.20 -0.824
C -0.49 -1.05 1.18 -0.280
H 1.11 1.98 -1.95 0.432
H -0.69 0.33 -3.15 0.440
H -1.72 -1.04 -1.31 0.296
H 2.10 0.72 1.30 0.382
H 2.05 2.25 0.48 0.346
H 0.87 1.92 1.75 0.353
H -1.66 -2.65 0.33 0.270
H -1.31 -2.75 2.12 0.290
H -0.02 -0.65 2.07 0.366
```

Calculated values
ΔE to the lowest compared entry with this formula, charge and spin ... 0.590 eV
Molecular weight ... 107.16 g mol⁻¹
Highest occupied orbital energy (alpha / beta) ... -13.51 / -14.63 eV
HOMO-LUMO gap (alpha / beta) ... 9.19 / 7.70 eV
F_max ... 0.7 eV Å⁻¹
Net charge ... +1
2S+1 ... 2
Total energy ... -326.59556 hartree
Expectation value of S² ... 0.7867